{
  "formula": "C37H31BF4GeN6O5SSc",
  "method": "ωB97M-V/def2-TZVPD",
  "homo_lumo_gap_ev": [7.20, 8.63],
  "multiplicity": 2,
  "e_tot_ha": -5793.94060,
  "relative_energy_kcal_mol": 6.3,
  "lumo_energy_ev": [-0.66, -0.86],
  "species": ["Sc", "O", "C", "N", "C", "O", "C", "C", "C", "C", "C", "N", "C", "C", "C", "C", "C", "N", "H", "H", "H", "H", "H", "H", "H", "H", "F", "B", "F", "F", "F", "O", "C", "N", "C", "O", "C", "C", "C", "C", "N", "C", "H", "H", "H", "H", "H", "H", "H", "H", "O", "S", "N", "C", "C", "C", "C", "C", "C", "Ge", "C", "C", "C", "C", "C", "C", "C", "C", "C", "C", "C", "C", "H", "H", "H", "H", "H", "H", "H", "H", "H", "H", "H", "H", "H", "H", "H"],
  "positions_angstrom": [[0.6997, -0.1718, -0.4288], [4.0278, -2.4460, -0.1871], [3.1141, -1.7444, 0.1805], [2.8148, -0.4558, -0.1900], [3.7025, 0.4177, -0.7301], [4.7916, 0.1951, -1.2327], [3.1747, 1.8308, -0.6063], [3.9163, 2.9054, -1.0631], [3.4008, 4.1791, -0.8888], [2.1674, 4.3267, -0.2744], [1.4836, 3.1911, 0.1272], [1.9764, 1.9653, -0.0266], [2.1123, -2.2216, 1.2172], [2.2567, -3.4685, 1.7913], [1.3765, -3.8361, 2.7951], [0.3862, -2.9470, 3.1759], [0.2835, -1.7351, 2.5156], [1.1308, -1.3676, 1.5533], [4.8688, 2.7210, -1.5385], [3.9526, 5.0450, -1.2300], [1.7291, 5.3022, -0.1172], [0.5001, 3.2609, 0.5778], [3.0471, -4.1140, 1.4372], [1.4566, -4.8057, 3.2682], [-0.3234, -3.1889, 3.9545], [-0.5034, -1.0360, 2.7605], [-1.3952, -3.4771, -1.8648], [-0.5776, -3.3486, -0.7788], [-0.5292, -1.8175, -0.5033], [-1.0868, -3.8864, 0.3804], [0.7306, -3.7004, -1.0045], [6.9994, -0.2425, -3.7718], [6.5186, -1.5459, -4.0228], [5.1060, -1.6535, -3.7532], [4.1724, -1.7898, -4.7267], [4.4300, -2.0259, -5.8925], [2.7409, -1.6500, -4.2776], [1.7171, -1.7019, -5.2106], [0.4127, -1.5149, -4.7818], [0.1763, -1.2355, -3.4482], [1.1594, -1.1725, -2.5441], [2.4016, -1.4182, -2.9592], [6.8525, -0.0390, -2.8404], [7.0586, -2.2780, -3.4172], [6.6751, -1.7525, -5.0771], [4.8261, -1.3949, -2.8172], [1.9648, -1.8884, -6.2473], [-0.4176, -1.5660, -5.4713], [-0.8280, -1.0656, -3.0826], [3.1544, -1.4344, -2.1890], [0.1033, 1.2613, -1.8844], [-1.2500, 1.6942, -1.2629], [-1.1908, 0.9375, 0.1450], [-4.9031, 5.1014, 0.1893], [-5.0002, 4.0222, -0.6786], [-4.3728, 2.8247, -0.3675], [-3.6375, 2.6875, 0.8108], [-3.5496, 3.7804, 1.6725], [-4.1784, 4.9800, 1.3659], [-2.7108, 1.0350, 1.2484], [-1.9253, 1.0981, 3.0244], [-0.7445, 1.8016, 3.2624], [-0.1373, 1.7735, 4.5092], [-0.7084, 1.0377, 5.5398], [-1.8894, 0.3420, 5.3218], [-2.4942, 0.3741, 4.0714], [-3.8683, -0.5032, 1.0760], [-5.2488, -0.3478, 0.9536], [-6.0784, -1.4591, 0.8796], [-5.5340, -2.7348, 0.9234], [-4.1615, -2.9019, 1.0505], [-3.3367, -1.7907, 1.1339], [-5.3944, 6.0354, -0.0512], [-5.5663, 4.1121, -1.5967], [-4.4623, 1.9897, -1.0550], [-2.9907, 3.6958, 2.5981], [-4.1048, 5.8182, 2.0469], [-0.2738, 2.3545, 2.4563], [0.7857, 2.3143, 4.6750], [-0.2321, 1.0061, 6.5113], [-2.3376, -0.2316, 6.1232], [-3.4039, -0.1925, 3.9049], [-5.6854, 0.6438, 0.9173], [-7.1486, -1.3265, 0.7842], [-6.1799, -3.6011, 0.8572], [-3.7243, -3.8914, 1.0738], [-2.2700, -1.9430, 1.2310]],
  "forces_ev_per_a": [[0.066, 0.322, -0.049], [0.082, 0.030, -0.014], [0.026, -0.026, 0.169], [-0.091, -0.167, -0.008], [0.129, 0.031, 0.051], [-0.047, -0.004, 0.036], [0.019, 0.034, 0.017], [-0.013, 0.006, 0.032], [0.017, 0.013, -0.006], [-0.003, -0.010, 0.015], [0.021, 0.000, 0.016], [-0.150, -0.153, -0.135], [0.132, -0.010, 0.045], [0.007, 0.010, 0.082], [0.011, -0.014, -0.025], [-0.018, 0.047, 0.008], [0.043, -0.012, 0.007], [0.031, -0.227, -0.103], [0.003, -0.007, -0.002], [-0.004, 0.002, 0.001], [0.001, 0.003, -0.003], [0.010, 0.009, -0.033], [0.009, 0.007, 0.009], [0.002, 0.000, 0.000], [0.000, -0.007, -0.001], [-0.047, 0.063, 0.010], [0.008, -0.020, -0.019], [-0.012, 0.056, 0.051], [-0.213, 0.014, -0.061], [0.003, -0.012, 0.004], [0.056, -0.018, -0.043], [0.020, -0.009, -0.030], [-0.003, 0.058, -0.009], [-0.001, 0.009, 0.031], [0.003, -0.155, 0.054], [0.008, 0.076, -0.033], [0.000, 0.022, -0.031], [-0.004, -0.002, -0.001], [0.000, -0.009, 0.001], [0.026, -0.037, -0.006], [0.078, 0.085, 0.069], [0.020, -0.003, 0.078], [-0.026, 0.007, -0.003], [-0.016, 0.006, 0.025], [0.002, -0.020, 0.003], [0.074, -0.045, -0.054], [-0.006, 0.004, -0.003], [-0.001, -0.006, 0.001], [0.008, 0.020, -0.015], [-0.060, -0.002, -0.085], [-0.459, -0.061, -0.072], [0.195, 0.032, 0.083], [-0.044, 0.069, -0.132], [0.004, 0.003, -0.002], [0.004, 0.003, 0.010], [-0.007, -0.034, -0.029], [-0.009, 0.079, 0.036], [-0.008, 0.006, 0.001], [0.000, -0.004, -0.010], [0.124, 0.089, 0.103], [0.004, -0.040, 0.051], [0.038, -0.038, -0.049], [-0.009, -0.013, 0.020], [-0.012, 0.006, -0.009], [-0.002, 0.011, -0.003], [0.016, -0.019, 0.012], [-0.038, -0.036, -0.025], [-0.003, 0.006, -0.005], [0.018, 0.003, 0.005], [-0.001, 0.001, -0.002], [-0.020, -0.004, 0.005], [0.015, -0.007, -0.006], [-0.001, 0.001, 0.000], [-0.001, 0.003, -0.001], [0.001, -0.007, 0.011], [0.000, -0.006, 0.001], [0.000, 0.001, 0.002], [-0.021, -0.018, 0.024], [0.001, 0.004, 0.000], [0.001, 0.000, -0.001], [0.003, 0.001, 0.003], [-0.009, 0.006, -0.006], [0.004, 0.007, -0.003], [-0.002, -0.006, -0.002], [-0.002, 0.003, -0.005], [0.007, 0.006, -0.009], [0.015, -0.007, -0.041]],
  "lowdin_charge": [1.034, 0.123, -0.431, 0.000, -0.425, 0.083, -0.170, 0.023, -0.033, -0.032, -0.127, 0.066, -0.184, 0.026, -0.019, -0.022, -0.093, 0.059, 0.125, 0.114, 0.112, 0.090, 0.131, 0.118, 0.116, 0.095, 0.181, -1.195, -0.072, 0.165, 0.176, -0.034, -0.231, 0.106, -0.426, 0.070, -0.073, 0.029, -0.009, -0.105, 0.018, -0.038, 0.071, 0.128, 0.125, 0.093, 0.127, 0.114, 0.119, 0.080, -0.661, 0.834, -0.532, -0.085, -0.080, -0.138, -0.292, -0.099, -0.083, 0.902, -0.295, -0.114, -0.077, -0.083, -0.082, -0.105, -0.269, -0.106, -0.085, -0.078, -0.061, -0.093, 0.103, 0.105, 0.101, 0.094, 0.103, 0.080, 0.105, 0.103, 0.104, 0.103, 0.093, 0.102, 0.103, 0.108, 0.076]
}

=====

{
  "formula": "C4H10O2",
  "method": "ωB97M-V/def2-TZVPD",
  "homo_lumo_gap_ev": 11.01,
  "e_tot_ha": -308.82569,
  "relative_energy_kcal_mol": 45.5,
  "smiles": "COCCCO",
  "lumo_energy_ev": 0.94,
  "species": ["C", "O", "C", "C", "C", "O", "H", "H", "H", "H", "H", "H", "H", "H", "H", "H"],
  "positions_angstrom": [[2.1743, 0.6157, -0.7930], [0.7846, 0.5690, -0.6347], [0.4397, -0.6919, -0.1647], [-1.0451, -0.8682, 0.1350], [-1.8202, 0.2971, 0.7759], [-2.1850, 1.3508, -0.0955], [2.5035, -0.0575, -1.5979], [2.4321, 1.6392, -1.0415], [2.6727, 0.3095, 0.1402], [1.0188, -0.9428, 0.7954], [0.7135, -1.4971, -0.8718], [-1.6488, -1.3825, -0.6350], [-0.6559, -1.5457, 0.8824], [-2.7711, -0.0654, 1.1853], [-1.2214, 0.6703, 1.6171], [-1.3910, 1.6005, -0.5827]],
  "forces_ev_per_a": [[0.424, 0.227, -0.139], [0.042, 0.056, -0.138], [0.136, -0.251, 0.062], [0.228, 0.027, 0.212], [0.294, -0.509, 0.324], [0.345, -0.205, -0.280], [-0.010, 0.095, 0.079], [0.200, 0.068, -0.025], [0.017, 0.155, -0.165], [-0.386, 0.730, -1.096], [0.159, 0.274, 0.011], [0.551, 0.329, 0.224], [-2.231, -1.125, 0.965], [0.274, -0.065, -0.049], [-0.054, 0.122, 0.004], [0.010, 0.073, 0.011]],
  "nbo_charge": [-0.248, -0.545, -0.054, -0.467, -0.061, -0.719, 0.167, 0.195, 0.166, 0.144, 0.172, 0.212, 0.226, 0.182, 0.153, 0.475]
}

=====

{
  "formula": "C22H38BrF3IN3O7S",
  "method": "ωB97M-V/def2-TZVPD",
  "homo_lumo_gap_ev": 3.66,
  "e_tot_ha": -5120.96436,
  "lumo_energy_ev": -2.80,
  "species": ["C", "C", "N", "C", "N", "C", "C", "C", "O", "C", "S", "O", "O", "N", "Br", "C", "C", "C", "C", "C", "C", "O", "C", "C", "O", "C", "I", "C", "C", "H", "H", "H", "H", "H", "H", "H", "H", "H", "H", "H", "H", "H", "H", "H", "H", "H", "H", "H", "H", "H", "H", "H", "H", "H", "H", "H", "H", "H", "H", "H", "H", "C", "C", "O", "C", "O", "C", "F", "F", "F", "H", "H", "H", "H", "H", "H"],
  "positions_angstrom": [[1.8538, -1.6057, 1.7023], [1.2837, -1.1317, 0.6091], [0.6075, -0.6226, -0.5793], [-0.2135, 0.5714, -0.3593], [0.2683, 1.8770, -0.8526], [1.5609, 2.3082, -0.2383], [2.8997, 1.6755, -0.8764], [3.5288, 2.5064, -2.1124], [3.3582, 3.9499, -2.0189], [0.2097, 2.0374, -2.3343], [-1.4883, 1.6206, -3.0646], [-2.3026, 2.9261, -2.9965], [-1.2892, 1.3173, -4.5321], [-1.3835, 0.6155, 0.3296], [-2.1216, -0.9139, 1.0933], [-2.1503, 1.9201, 0.5501], [-1.5767, 2.6265, 1.8898], [-2.6143, 2.4585, 3.1505], [-4.0081, 3.2780, 2.9319], [-5.1892, 2.4055, 3.6346], [-5.5183, 1.1053, 2.7101], [-6.8852, 0.6744, 3.0122], [-7.0689, -0.6787, 2.5424], [-6.7816, -1.1047, 1.0079], [-7.5008, -1.5572, 3.3656], [0.0525, -1.6480, -1.4952], [0.6904, -1.3965, -3.6067], [0.3841, -3.1859, -1.1360], [-0.5898, -3.8375, -0.0027], [2.4840, -1.9401, 2.6154], [1.5656, 3.4768, -0.2530], [1.5235, 2.0313, 0.8963], [3.7075, 1.6963, -0.0315], [2.8231, 0.5773, -1.2090], [3.1387, 2.0651, -3.1192], [4.6716, 2.2845, -2.1058], [4.1094, 4.3164, -2.5659], [1.0520, 1.5282, -2.9298], [0.3243, 3.1824, -2.5449], [-2.1602, 0.6353, -2.3406], [-3.2525, 1.5867, 0.7317], [-2.1709, 2.5902, -0.3831], [-1.3137, 3.7323, 1.6949], [-0.6336, 2.0133, 2.2033], [-2.0740, 2.9583, 4.0563], [-2.8387, 1.3480, 3.3917], [-3.9111, 4.2513, 3.5691], [-4.2427, 3.5085, 1.8255], [-6.1613, 3.0273, 3.7911], [-4.8597, 2.0075, 4.6820], [-5.4538, 1.4636, 1.6083], [-4.7182, 0.2987, 2.8965], [-7.6463, -1.7837, 0.6425], [-5.8333, -1.7542, 1.0139], [-6.7071, -0.2055, 0.2935], [-1.1136, -1.5723, -1.5475], [0.1605, -3.7945, -2.1085], [1.5146, -3.3891, -0.9290], [-0.4584, -3.2959, 1.0148], [-0.2058, -4.9255, 0.1733], [-1.7038, -3.8370, -0.2981], [6.6556, -2.4745, 0.1382], [6.5168, -1.7402, -1.1830], [6.0935, -2.5678, -2.2542], [4.6799, -2.8876, -2.3852], [3.9407, -1.7916, -2.3599], [4.1919, -3.9965, -1.3789], [5.1492, -4.9471, -1.1968], [3.1095, -4.6649, -1.8618], [3.8538, -3.5543, -0.1456], [7.0884, -3.4681, -0.0036], [7.2907, -1.9054, 0.8242], [5.6893, -2.5945, 0.6282], [7.5151, -1.3900, -1.4679], [5.9030, -0.8394, -1.0790], [4.6912, -3.4509, -3.3331]],
  "forces_ev_per_a": [[-2.705, 2.785, -5.653], [2.548, -1.838, 5.383], [-0.237, -0.684, 2.827], [0.137, 0.913, 0.548], [-1.293, -1.906, 0.158], [1.200, 0.286, 1.074], [1.012, 0.816, 0.340], [0.970, -1.435, -0.288], [1.032, -0.797, -0.845], [0.860, 0.801, -0.160], [-0.966, 5.320, -5.702], [1.878, -3.924, 1.624], [-0.163, -0.538, 4.278], [2.341, 0.547, -1.990], [0.336, 0.429, -0.175], [-1.387, 0.553, 0.774], [-0.185, -1.119, 0.688], [0.385, 1.238, -0.460], [0.029, -0.550, 1.752], [-0.233, -0.473, -0.318], [0.513, 1.896, -0.101], [1.433, -2.619, -1.377], [-1.893, -3.059, 2.797], [-0.323, 0.220, 0.439], [2.031, 4.381, -3.948], [-1.357, -1.944, -0.708], [-0.099, 0.125, 1.015], [-0.381, -0.942, -0.362], [1.121, 0.024, 0.516], [-1.471, 0.758, -2.308], [0.104, -2.128, -0.257], [-0.046, 0.340, -2.049], [-1.571, -0.019, -1.421], [-0.064, 1.562, 0.510], [0.480, 0.975, 1.632], [-1.990, 0.148, -0.020], [-1.384, -0.429, 0.958], [-1.588, 0.189, 0.922], [-0.604, -2.024, 0.298], [0.725, 0.305, -0.301], [2.002, 0.488, -0.313], [0.474, -1.234, 1.354], [-0.419, -1.874, 0.328], [-1.407, 1.429, -0.674], [-0.990, -1.213, -1.496], [0.613, 1.824, -0.522], [-0.245, -1.539, -1.584], [0.341, -0.331, 1.803], [1.721, -1.149, -0.453], [-0.487, 0.921, -1.856], [-0.139, -0.743, 1.591], [-1.449, 0.952, -0.249], [1.418, 1.213, 0.904], [-1.342, 1.143, -0.111], [0.094, -1.410, 1.229], [2.077, 0.047, 0.135], [0.425, 1.310, 1.702], [-2.175, 0.792, -0.218], [-0.254, -0.906, -1.719], [-0.917, 1.906, -0.425], [1.778, -0.043, 0.308], [-0.222, 0.024, 0.407], [0.261, -0.096, -0.322], [0.380, -0.694, 0.525], [-0.576, 1.799, -0.061], [-0.596, -0.752, 0.384], [1.207, 0.034, -0.152], [-0.351, 0.051, 0.112], [0.069, 0.271, 0.078], [-0.334, -0.118, -0.155], [0.028, 0.139, -0.046], [0.053, -0.009, -0.064], [0.095, -0.052, -0.015], [-0.071, -0.068, -0.185], [-0.282, -0.174, -0.069], [0.024, -0.124, -0.259]],
  "lowdin_charge": [0.148, -0.130, -0.080, -0.245, -0.132, -0.146, -0.135, -0.250, -0.126, -0.214, 0.729, -0.418, -0.422, -0.385, 0.972, -0.176, -0.152, -0.198, -0.195, -0.163, -0.210, -0.074, -0.373, -0.012, 0.043, -0.664, 0.965, -0.283, -0.147, 0.086, 0.148, 0.132, 0.133, 0.108, 0.123, 0.136, 0.110, 0.065, 0.159, 0.076, 0.102, 0.120, 0.133, 0.116, 0.125, 0.093, 0.121, 0.115, 0.129, 0.132, 0.120, 0.113, 0.105, 0.085, 0.087, 0.071, 0.095, 0.104, 0.026, 0.096, 0.067, -0.090, -0.283, -0.112, -0.512, -0.243, -0.528, 0.103, 0.088, 0.083, 0.077, 0.067, 0.051, 0.107, 0.096, 0.138]
}